(1)
DFT (ωB97M-V with the def2-TZVPD basis set) results for C18H34NO4PPb as an isolated structure in a non-equilibrium geometry.

* HOMO-LUMO gap: 5.2 eV
* maximum force: 0.3355 Eh/bohr
* E_HOMO: -21.840 eV

ORCA input file:
```
! wB97M-V def2-TZVPD RIJCOSX def2/J DEFGRID3
* xyz 4 1
Pb -0.15457 0.06400 0.12528
C 0.97715 -0.29444 1.77288
O 1.57942 -0.49097 2.75549
C -1.73507 -0.22331 1.20667
O -2.69952 -0.43351 1.84999
C -1.41361 0.55744 -1.39642
O -2.18766 0.88283 -2.20873
C 0.45911 -3.58320 0.72082
P 0.25000 -2.25898 -0.57870
H 2.06572 -2.69565 -2.22808
H 1.35819 -3.23825 1.24659
C -0.74798 -3.06697 -1.93534
H -0.34683 -4.07966 -2.06894
C 0.72245 -4.98646 0.16026
H 1.51374 -4.98994 -0.59753
H -0.18193 -5.40594 -0.29297
H 1.02792 -5.66053 0.96906
C -0.68190 -3.58064 1.74837
H -1.62067 -3.93820 1.31617
C 1.97357 -0.57467 -1.77575
H -0.85414 -2.57731 2.14321
H -0.42321 -4.24384 2.58210
C 3.11497 -2.32960 -0.37897
H 1.83767 0.08348 -0.87669
H 2.95308 -0.26374 -2.16154
H 1.21777 -0.34333 -2.52704
C 1.95732 -2.05329 -1.34496
H 4.06425 -2.05462 -0.85419
H 3.17499 -3.38465 -0.10001
H 3.01444 -1.73719 0.53657
C -0.61463 -2.31245 -3.26467
H -0.94560 -1.27528 -3.16247
H -1.25011 -2.79107 -4.01902
H 0.41183 -2.31821 -3.64400
C -2.22204 -3.14916 -1.51220
H -2.60309 -2.15278 -1.26542
H -2.36351 -3.78959 -0.63787
H -2.82409 -3.55708 -2.33253
H 5.09200 0.87536 -2.08428
H 5.02799 1.59077 -1.89212
O 0.42323 1.93215 0.72835
C -0.06680 3.06287 0.79332
C -1.47414 3.36538 0.31669
C -2.39579 3.92598 1.39877
C -2.13660 5.39188 1.74630
C -0.77830 5.68929 2.37847
C 0.39891 5.44323 1.43328
N 0.73341 4.03927 1.30094
H -1.44430 4.05552 -0.55344
H -1.95589 2.44023 -0.00491
H -3.43136 3.89649 0.98996
H -2.37033 3.28164 2.30395
H -2.25495 6.01349 0.83025
H -2.92166 5.70927 2.46676
H -0.78632 6.77657 2.61357
H -0.64043 5.13657 3.33356
H 0.21541 5.90333 0.43879
H 1.28340 5.95240 1.87805
H 1.67910 3.76507 1.61435
*
```

Population analysis type Mulliken, resulting atomic charges in e: 2.39 -0.05 0.01 0.26 0.01 -0.13 0.00 0.40 -0.14 0.73 0.54 0.35 0.64 -1.60 0.42 0.43 0.44 -1.21 0.29 -1.31 0.28 0.46 -1.42 0.49 0.34 0.20 0.18 0.47 0.39 0.29 -1.23 0.16 0.48 0.36 -1.24 0.26 0.23 0.49 -0.03 0.07 -0.85 0.59 0.35 -0.87 -0.76 -0.55 -0.70 -0.06 0.56 -0.55 0.41 0.26 0.33 0.36 0.36 0.30 0.31 0.41 0.38

---

(2)
DFT (ωB97M-V with the def2-TZVPD basis set) results for C18H35BrGaN4OPSi2 as an isolated structure.

* HOMO-LUMO gap: 7.7 eV
* maximum force: 0.0186 Eh/bohr
* E_HOMO: -14.438 eV

ORCA input file:
```
! wB97M-V def2-TZVPD RIJCOSX def2/J DEFGRID3
* xyz 2 1
Ga -0.46771 -0.26359 -0.77330
O -3.93214 -0.58064 -5.84780
C -3.15825 -0.46021 -4.79163
C -2.26514 0.59519 -4.57910
C -1.51136 0.60451 -3.43978
N -1.57251 -0.35571 -2.48457
C -2.45137 -1.36445 -2.72072
Br -2.53609 -2.68827 -1.40096
C -3.24888 -1.46996 -3.82130
H -3.82303 0.14235 -6.48222
H -2.16011 1.39942 -5.29426
H -0.81927 1.41550 -3.28030
H -3.93091 -2.29650 -3.95366
C -1.10572 -3.35073 3.59009
N -1.39572 -1.91635 3.61576
C -0.22755 -1.19865 4.13407
N 0.99578 -1.48593 3.38534
C 1.23012 -2.92808 3.35100
N 0.08804 -3.65954 2.79765
C -0.10049 -3.52063 1.38084
P -0.47581 -1.69891 1.09123
C -1.84812 -1.44410 2.32638
C 0.93683 -0.95928 2.03776
H -1.96375 -3.89664 3.19571
H -0.92116 -3.68264 4.61123
H -0.07536 -1.50675 5.16793
H -0.42231 -0.12539 4.11888
H 1.39272 -3.28281 4.36810
H 2.12226 -3.14142 2.76086
H -0.95693 -4.10878 1.04729
H 0.77872 -3.80761 0.80404
H -2.71570 -2.02735 2.00885
H -2.14206 -0.39398 2.35309
H 0.81676 0.12705 2.04968
H 1.86755 -1.18543 1.51248
C 1.09922 3.06464 1.76894
Si 0.01032 2.77845 0.28288
C -1.73516 2.32290 0.85533
C -0.05880 4.31814 -0.76699
C 0.58496 1.37796 -0.87286
Si 2.39267 0.88284 -1.24117
C 3.54470 1.09661 0.20547
C 2.25551 -0.94176 -1.74515
C 2.95898 1.91155 -2.68592
H 0.58547 3.75330 2.44448
H 2.03457 3.54537 1.47888
H 1.35848 2.17810 2.34930
H -2.36464 3.21102 0.94389
H -1.73540 1.84988 1.84186
H -2.26725 1.66199 0.15618
H -0.17450 5.20932 -0.14763
H -0.91312 4.28964 -1.44838
H 0.84675 4.45092 -1.36161
H 0.21324 1.72416 -1.84251
H 3.22813 0.61184 1.12843
H 3.68786 2.15564 0.42457
H 4.52455 0.69053 -0.05680
H 1.94097 -1.58226 -0.90741
H 3.19165 -1.37684 -2.10012
H 1.53719 -1.06574 -2.56770
H 2.83572 2.97590 -2.47611
H 2.40114 1.67667 -3.59549
H 4.01546 1.74553 -2.90301
*
```

Population analysis type Mulliken, resulting atomic charges in e: -0.50 -0.47 0.86 -0.85 -0.26 0.27 0.24 -0.01 -0.52 0.34 0.40 0.68 0.52 -0.97 0.14 -0.93 0.08 -0.97 0.15 -0.77 0.35 -0.81 -0.10 0.39 0.34 0.31 0.37 0.31 0.39 0.47 0.37 0.38 0.50 -0.57 0.54 -1.24 0.65 -1.11 -1.21 0.92 0.16 -0.98 -1.16 -1.17 0.45 0.36 0.39 0.53 0.20 0.33 0.37 0.34 0.32 -0.05 0.31 0.34 0.44 0.24 0.53 0.34 0.34 0.35 0.37

---

(3)
DFT (ωB97M-V with the def2-TZVPD basis set) results for C18H35IrN2O8P2Si2 as an isolated structure in a non-equilibrium geometry.

* HOMO-LUMO gap (alpha / beta): 7.4 / 7.5 eV
* maximum force: 0.0751 Eh/bohr
* E_HOMO (alpha / beta): -8.339 / -8.138 eV

ORCA input file:
```
! wB97M-V def2-TZVPD RIJCOSX def2/J DEFGRID3
* xyz 0 1
Ir 0.06936 -0.14325 0.35318
O 1.18840 -0.58239 2.59554
P 1.59205 1.01258 2.41741
O 2.24608 1.57785 3.59193
O 0.29988 1.55476 1.83678
O 2.59815 0.97746 1.11152
P 3.13626 -0.36699 0.36046
O 3.63747 -1.25523 1.61933
O 4.22983 -0.03650 -0.55352
O 1.86270 -1.07400 -0.14746
H 1.99258 -1.12295 2.70057
H 4.56557 -1.06035 1.81084
C 0.09866 -3.02694 -1.96996
Si -1.62201 -2.39225 -1.67162
C -2.80209 -3.84634 -1.63245
C -2.20090 -1.24865 -3.03453
C -1.70325 -1.43992 -0.02211
C -2.54576 -0.26058 -0.00444
C -3.92565 -0.10598 -0.13138
C -4.44956 1.15824 0.04501
C -3.60400 2.23328 0.33595
C -2.24793 2.00825 0.40563
N -1.75740 0.77955 0.21257
Si -1.70934 -2.36396 1.63470
C -0.15223 -3.38713 1.77668
C -1.91390 -1.09352 2.99291
C -3.20220 -3.49395 1.72757
H 0.21530 -3.36730 -3.00339
H 0.31773 -3.87156 -1.31060
H 0.84588 -2.26003 -1.77477
H -2.90634 -4.26548 -2.63740
H -3.79914 -3.56756 -1.28108
H -2.42912 -4.63920 -0.97991
H -2.18420 -1.75213 -4.00484
H -1.55198 -0.37670 -3.08768
H -3.22095 -0.89792 -2.85470
H -4.55168 -0.96279 -0.34328
H -5.51823 1.31649 -0.02827
H -3.99525 3.22496 0.50949
H -1.53428 2.78868 0.62931
H 0.68117 -2.92318 1.24491
H -0.29778 -4.39066 1.36779
H 0.13718 -3.48954 2.82610
H -1.27830 -0.22008 2.84300
H -1.64818 -1.51519 3.96503
H -2.94973 -0.74379 3.03784
H -3.07328 -4.38620 1.11371
H -4.11383 -2.98750 1.39773
H -3.36133 -3.81952 2.75977
O 0.14593 0.34370 -1.73653
C 1.07759 0.99988 -2.24054
C 1.25207 1.00859 -3.71996
C 0.28666 2.14172 -4.16395
C 0.42556 3.49116 -3.42433
C -0.05236 3.52386 -1.95395
C 0.98491 3.00247 -0.93744
N 1.77576 1.94019 -1.58207
H 0.96285 0.06116 -4.17010
H 2.27912 1.25520 -3.99065
H -0.73921 1.78464 -4.04069
H 0.44296 2.31584 -5.22924
H -0.18892 4.20336 -3.97708
H 1.45808 3.85114 -3.49045
H -0.96489 2.92486 -1.87657
H -0.31653 4.54862 -1.68695
H 0.51387 2.62173 -0.03685
H 1.68354 3.78232 -0.64215
H 2.59492 2.26947 -2.06642
*
```

Population analysis type Mulliken, resulting atomic charges in e: 1.60 -0.39 0.74 -0.88 -0.66 -0.28 0.62 -0.57 -0.79 -0.29 0.34 0.31 -0.82 0.37 -1.26 -0.78 1.77 -1.38 -0.77 -0.61 -1.09 -0.40 0.48 0.82 -1.06 -1.03 -1.25 0.52 0.26 -0.02 0.37 0.33 0.26 0.45 -0.23 0.32 0.57 0.47 0.47 0.54 0.21 0.34 0.38 0.25 0.44 0.29 0.32 0.29 0.39 -0.11 -0.17 -1.10 -0.41 -1.14 -0.24 -0.47 0.18 0.24 0.51 0.19 0.50 0.46 0.31 0.00 0.58 -0.35 0.64 0.44

---

(4)
DFT (ωB97M-V with the def2-TZVPD basis set) results for a 3-piece molecular cluster, C18H35N2O8P2S overall in a non-equilibrium geometry.

* HOMO-LUMO gap: 6.1 eV
* maximum force: 0.1859 Eh/bohr
* E_HOMO: -11.215 eV

ORCA input file:
```
! wB97M-V def2-TZVPD RIJCOSX def2/J DEFGRID3
* xyz 1 1
S -2.50561 1.45443 1.55425
C -3.74254 1.96246 0.44981
N -4.62727 2.13696 -0.62178
C -4.27652 1.09914 -1.70102
C -5.06029 -0.33992 -1.84555
C -4.49965 -1.34692 -3.05500
N -3.35745 -0.90686 -3.94940
C -2.60944 0.41398 -3.85139
C -3.02872 1.55220 -2.71591
H -5.96555 -0.63656 -1.12906
H -5.02403 -2.40408 -3.19082
H -3.03591 -1.57049 -4.70995
H -1.70519 0.70509 -4.55407
H -2.51459 2.59611 -2.58995
O -0.51625 -3.26424 -5.30107
P 0.81232 -3.99229 -4.98154
O 1.43640 -2.74805 -4.08290
C 0.97944 -2.62589 -2.74580
C 1.49025 -3.76228 -1.87682
O 1.47638 -3.56442 -6.44841
C 0.67677 -3.24720 -7.57794
C 0.48147 -1.74385 -7.67925
O 2.29679 -4.80577 -4.62451
C 3.38361 -4.91951 -5.53040
C 4.22988 -3.65526 -5.57252
H -0.11261 -2.58381 -2.72710
H 1.35670 -1.67531 -2.35828
H 1.06065 -4.71841 -2.19162
H 1.22189 -3.59763 -0.82729
H 2.57834 -3.85407 -1.95497
H -0.27606 -3.78759 -7.56143
H 1.21376 -3.59653 -8.46487
H 0.07780 -1.32086 -6.75435
H -0.19079 -1.49246 -8.50221
H 1.44294 -1.25022 -7.84885
H 3.03922 -5.22575 -6.52272
H 4.01220 -5.73898 -5.16705
H 3.64612 -2.76534 -5.81781
H 5.02872 -3.75592 -6.31535
H 4.68371 -3.46675 -4.59460
O 0.75505 1.77867 4.65781
P 0.90659 3.10429 5.44330
O 1.07374 2.36956 6.91890
C 2.34959 1.83521 7.23235
C 3.37524 2.93425 7.45044
O -0.74205 3.33897 5.49522
C -1.62040 2.75449 4.54510
C -2.19019 1.45373 5.08530
O 1.07591 4.58548 6.32098
C -0.00670 5.43163 6.67698
C -0.74581 4.92970 7.90908
H 2.67328 1.15380 6.44140
H 2.24169 1.25236 8.15145
H 3.56499 3.48150 6.52182
H 4.32546 2.51342 7.79776
H 3.01782 3.66035 8.18767
H -1.13142 2.61980 3.57405
H -2.43975 3.46099 4.38211
H -1.40288 0.76261 5.40120
H -2.81095 0.95873 4.33561
H -2.80065 1.64989 5.97171
H -0.67482 5.59593 5.82627
H 0.42287 6.41086 6.91206
H -1.10919 3.90609 7.79468
H -1.60366 5.57485 8.12808
H -0.08063 4.92570 8.77819
*
```

Population analysis type Mulliken, resulting atomic charges in e: 0.04 0.31 -0.46 0.39 -0.35 -0.09 -0.07 -0.08 -0.33 0.33 0.36 0.26 0.36 0.34 -0.69 1.02 -0.31 -0.23 -1.07 -0.36 -0.40 -0.96 -0.34 -0.13 -1.01 0.22 0.31 0.31 0.40 0.23 0.34 0.35 0.14 0.39 0.30 0.25 0.36 0.22 0.37 0.31 -0.74 1.07 -0.32 -0.31 -1.01 -0.39 -0.42 -1.02 -0.33 -0.13 -1.01 0.28 0.30 0.30 0.40 0.22 0.32 0.35 0.31 0.35 0.29 0.25 0.36 0.22 0.37 0.31

---

> Which value of maximum force does entry 1 give?

0.3355 Eh/bohr